9 unconnected molecules or ions with the total composition C48H45I2N11S. Source: the Open Molecules 2025 dataset; level of theory: ωB97M-V/def2-TZVPD.

Atoms and positions in Å:
H: 7.74 4.26 1.56
H: 6.91 1.83 9.65
C: 4.65 4.83 3.67
C: -2.53 -2.22 -3.81
H: -6.87 -5.73 -7.66
C: -5.24 -6.04 0.40
C: -4.22 -6.45 1.25
H: 2.36 8.10 -4.61
H: -1.36 -6.26 -1.19
C: 1.73 3.14 1.18
C: 0.38 -7.26 -0.37
C: 1.14 4.32 6.47
C: 0.46 -5.57 -2.04
H: 5.75 1.74 5.51
H: -7.70 -6.06 2.71
H: -0.90 2.11 -1.34
H: 0.94 3.37 6.95
C: -9.44 -3.78 -7.87
C: 6.24 2.10 8.84
C: 2.15 6.47 6.39
C: 2.41 -6.46 -1.32
C: -3.27 -4.41 -2.85
I: -0.34 -1.42 -1.43
H: 4.59 6.83 2.91
N: 1.79 -5.59 -2.11
C: 5.11 5.89 2.90
C: 2.01 2.43 0.03
C: 6.24 5.69 2.12
C: 2.13 7.20 -4.07
C: -6.96 -3.77 -6.77
C: -3.00 -1.18 -4.75
H: 3.50 -6.46 -1.39
C: 1.76 -7.31 -0.44
H: 0.16 4.05 2.33
N: -5.75 -6.57 3.09
C: -9.04 -2.66 -7.16
H: 6.63 6.49 1.50
N: 5.23 3.63 3.71
C: -0.05 -2.31 -3.32
H: -0.17 -7.90 0.31
C: 5.61 2.05 6.54
C: -6.72 -6.17 2.27
C: -7.77 -2.66 -6.60
H: 2.77 7.25 6.81
H: 1.98 -2.49 -2.72
H: 3.29 4.12 -3.32
N: -3.84 -3.86 -5.19
H: -7.34 -5.57 0.30
H: -1.60 3.38 0.68
C: 1.58 6.64 5.14
C: 1.43 4.97 -2.68
N: 0.58 6.00 -2.68
H: -5.04 -5.84 -0.64
C: 0.94 7.09 -3.37
H: -2.59 -1.77 -2.82
C: -7.47 -4.84 -7.50
H: 1.73 7.56 4.57
H: 1.12 4.10 -2.12
C: -0.29 -6.36 -1.19
N: -3.31 -0.35 -5.47
C: -0.56 3.12 0.52
C: -6.52 -5.89 0.92
N: -8.68 -4.86 -8.04
H: -9.70 -1.81 -7.05
C: 1.92 5.29 7.07
H: 3.94 6.17 -4.60
C: 6.86 4.45 2.15
H: 3.03 2.14 -0.21
C: -1.09 -2.55 -4.13
C: 0.62 4.58 5.21
C: 1.39 -2.58 -3.62
N: -3.15 -5.26 -2.10
H: -4.50 -2.91 -3.48
H: 6.78 2.48 3.00
S: -3.68 -6.57 -5.70
C: 2.65 4.98 -3.35
H: -10.43 -3.83 -8.32
H: 2.52 3.41 1.87
H: 4.90 3.23 10.07
C: -3.79 -5.06 -5.41
C: 0.42 3.49 1.43
N: 4.28 3.26 8.12
I: -0.65 -3.32 -6.04
H: 3.82 3.15 6.12
H: 0.01 3.84 4.70
H: 0.23 7.91 -3.35
N: 1.09 2.07 -0.86
C: 3.00 6.12 -4.06
C: 6.32 3.46 2.96
H: 1.53 -3.59 -3.99
H: 2.33 -7.99 0.19
H: -5.97 -3.81 -6.36
H: 2.37 5.11 8.04
C: -4.53 -6.70 2.58
C: 5.13 2.88 9.07
H: 7.36 1.07 7.31
C: 4.53 2.83 6.88
N: 0.83 5.72 4.54
H: 1.77 -1.85 -4.33
C: -0.17 2.41 -0.60
C: 6.49 1.68 7.54
H: -3.21 -6.58 0.89
H: -7.41 -1.80 -6.04
C: -3.57 -3.36 -3.83
H: 3.77 4.95 4.30
H: -3.76 -7.03 3.27
H: -0.04 -4.86 -2.70

M: 1061.840 g mol⁻¹
strongest force on any atom: 1.3 eV/Å
gap between HOMO and LUMO: 0.32401 Ha
total energy: -3451.8673 Ha
HOMO level: -9.147 eV

Löwdin atomic charge list, values in e, 4 entries: 0.101, 0.099, -0.148, -0.362